61
Properties=species:S:1:pos:R:3:forces:R:3:lowdin_charge:R:1 method="wB97M-V/def2-TZVPD" e_tot_ev=-96772.3222 s2=6.0117 spin_multiplicity=5 homo_ev="-13.51 / -13.52" molar_mass_g_mol=575.52 charge=+2 homo_lumo_gap_ev="7.20 / 5.87"
Co 0.9212 -1.0647 0.2652 -0.3 -0.1 0.3 0.7708
N -0.1667 0.1090 4.0616 -0.2 0.7 1.6 0.1523
C -1.1696 1.1600 4.1092 0.3 -1.7 2.5 -0.2399
C -1.8181 1.4411 5.3311 0.7 -1.1 0.7 0.0065
C -2.8867 2.3474 5.3674 0.9 0.0 -0.4 -0.0476
C -3.2481 2.9878 4.1852 0.2 0.0 0.0 -0.0440
C -2.6235 2.5827 2.9929 -2.3 2.2 -1.0 -0.0873
C -1.5807 1.7122 2.9573 0.4 0.5 -1.3 -0.4770
S -0.5127 1.5792 1.5528 0.3 -0.2 0.3 1.0569
N 0.1173 -0.0278 1.8074 -0.5 0.8 -2.8 -0.3269
C 0.2414 -0.5318 2.9530 0.7 -0.3 3.2 -0.3418
C 0.9498 -1.8670 3.0735 0.4 1.1 0.5 -0.1634
C 1.1262 -2.5837 4.2492 -0.2 0.9 -3.3 0.0419
C 1.6706 -3.8273 4.1385 0.2 -1.1 2.6 -0.0335
C 2.0687 -4.3307 2.9614 0.8 -0.9 -4.6 -0.0006
C 2.0207 -3.4793 1.8072 -0.3 0.3 1.7 -0.0340
N 1.5114 -2.2364 1.9287 -0.2 -1.3 -1.5 0.0118
H 0.1251 -0.1513 5.0124 -0.1 -0.3 -1.0 0.1576
H -1.4340 0.9174 6.2844 -0.8 0.9 -1.6 0.1493
H -3.3685 2.5739 6.3032 0.0 0.1 0.1 0.1157
H -3.9267 3.8679 4.1982 0.3 -1.1 -0.2 0.1342
H -3.0569 3.0528 2.0725 0.9 -0.5 0.7 0.1366
H 0.8206 -2.0856 5.0799 -0.8 0.5 2.7 0.0910
H 1.7774 -4.4388 5.0354 -0.1 0.1 -0.2 0.1445
H 2.3790 -5.3836 2.7307 -0.1 1.2 0.9 0.1496
H 2.3612 -3.7225 0.8024 0.1 -0.4 0.4 0.1202
O -0.1635 -3.6928 -1.3166 1.6 2.2 -0.3 0.1570
C 0.4896 -2.6979 -1.5440 -1.6 -2.1 0.3 -0.1718
C 1.1144 -2.2186 -2.7720 -0.2 1.2 -0.3 -0.2217
C 1.4640 -3.0862 -3.7909 -0.8 -2.2 1.5 -0.0091
C 2.2376 -2.6510 -4.8170 0.5 0.8 -2.0 -0.0330
C 2.5236 -1.2902 -4.9423 -0.3 0.1 1.2 0.0205
C 2.0839 -0.3628 -3.9648 0.5 -1.7 -2.1 -0.0444
C 1.3629 -0.8233 -2.9401 -0.9 -1.3 2.2 -0.3224
P 0.6634 0.2652 -1.6922 -0.3 0.5 0.0 1.0273
C -1.1295 0.1478 -1.8752 -1.6 -1.1 0.4 -0.3249
C -1.8493 -0.2642 -0.7096 0.3 0.4 -1.1 -0.1694
C -3.1906 -0.5352 -0.6780 -1.6 0.3 -1.1 -0.0478
C -3.8808 -0.4896 -1.9016 -0.6 0.0 0.8 -0.0439
C -3.2161 -0.1735 -3.0669 -0.5 0.5 -0.4 -0.0668
C -1.8844 0.1888 -3.0702 1.5 -0.2 -0.1 -0.0690
C 1.2190 1.9476 -2.0207 -1.0 -0.7 1.3 -0.3711
C 0.4538 2.7534 -2.8930 0.1 -0.2 -0.2 -0.0551
C 0.8549 4.0789 -3.0268 -0.3 -0.6 -0.3 -0.0576
C 1.9644 4.5202 -2.3642 0.2 -2.0 1.6 -0.0420
C 2.5922 3.7397 -1.3770 -0.1 -0.4 0.3 -0.0423
C 2.1939 2.4278 -1.0966 -0.7 1.0 -2.6 -0.0816
H 1.1348 -4.1524 -3.7021 0.5 1.0 -0.2 0.1558
H 2.5248 -3.3403 -5.6190 0.0 0.3 0.4 0.1350
H 3.0612 -0.8918 -5.7636 0.5 0.0 -0.8 0.1133
H 2.2259 0.6633 -4.0764 0.4 1.5 -0.3 0.0967
H -1.4199 -0.2856 0.2429 1.0 -0.1 1.0 -0.0072
H -3.7756 -0.6524 0.2495 0.7 -0.2 -0.5 0.1290
H -4.9711 -0.6330 -1.9583 0.6 -0.1 0.2 0.1279
H -3.8198 -0.0952 -3.9667 0.3 -0.1 -0.1 0.1219
H -1.3894 0.4279 -4.0263 -0.3 -0.1 0.5 0.1201
H -0.4370 2.3839 -3.4821 1.3 0.3 0.9 0.1217
H 0.3292 4.7766 -3.6429 -0.3 0.1 -0.5 0.1159
H 2.3152 5.4713 -2.5295 0.7 2.1 -0.3 0.0937
H 3.3709 4.1602 -0.7761 0.4 0.4 0.1 0.1078
H 2.6491 1.7820 -0.3506 0.0 0.3 -0.1 0.0948